No. 1
76
Properties=species:S:1:pos:R:3:forces:R:3 method="wB97M-V/def2-TZVPD" e_lumo_ev=-0.7 spin_multiplicity=1 e_homo_ev=-9.77 energy_ha=-4564.9194 gap_ha=0.335
C -1.9876 -4.0807 -2.2985 -0.003 0.028 0.074
C -2.3477 -2.7871 -3.0061 -0.172 -0.081 -0.128
O -1.2828 -1.8673 -2.8636 0.030 -0.017 0.276
C -1.6625 -0.5135 -2.8069 -0.052 0.073 -0.130
C -0.5160 0.2386 -2.1598 -0.035 -0.150 0.069
O -0.7173 1.6360 -2.2535 0.098 0.012 -0.067
C -0.7960 2.2991 -1.0101 0.011 0.056 0.061
C -2.1757 2.1589 -0.3626 -0.095 0.223 0.076
O -2.0630 1.7591 0.9987 0.289 -0.409 -0.089
C -3.2325 1.1507 1.5171 0.012 0.277 0.098
C -2.9172 0.0801 2.5984 -0.337 0.044 0.338
C -3.6329 -1.2855 2.3944 0.215 -0.059 -0.215
C -4.1533 -1.6269 1.0168 -0.184 0.072 0.142
F -3.1263 -1.5590 0.0727 0.117 0.001 -0.111
C -3.2661 0.6684 3.9855 0.087 0.011 0.135
C -1.9976 1.3860 4.4486 0.101 -0.050 -0.309
O -1.9125 2.1025 5.4015 -0.012 0.486 0.181
N -0.9369 1.0408 3.5858 -0.265 -0.340 0.121
C -1.4033 -0.1331 2.8494 0.109 0.053 -0.222
C -0.5011 -0.5158 1.6720 -0.106 0.119 0.123
C 0.4687 -1.5961 2.0721 0.000 0.135 -0.141
O 0.1979 -2.6918 2.4092 -0.082 -0.219 0.113
Br 2.3496 -1.0507 1.9838 0.028 0.237 0.005
H -0.9130 -4.2486 -2.3703 -0.017 -0.054 -0.096
H -2.2497 -4.0380 -1.2406 0.061 0.040 0.001
H -2.5079 -4.9271 -2.7469 -0.002 -0.014 0.016
H -3.2639 -2.3613 -2.5807 0.020 -0.018 -0.002
H -2.5425 -2.9737 -4.0695 0.073 0.064 -0.014
H -2.5777 -0.3985 -2.2137 0.015 0.001 0.013
H -1.8594 -0.0967 -3.8032 0.034 -0.048 -0.018
H -0.4315 -0.0754 -1.1150 0.005 0.009 -0.028
H 0.4173 -0.0398 -2.6571 -0.007 0.083 -0.050
H -0.0302 1.9220 -0.3225 -0.026 0.009 0.035
H -0.5846 3.3463 -1.2080 0.024 -0.029 -0.023
H -2.6994 3.1194 -0.4146 -0.122 -0.065 -0.028
H -2.7563 1.4163 -0.9198 0.038 0.013 0.001
H -3.8079 0.7358 0.6905 0.034 -0.111 -0.021
H -3.8514 1.9349 1.9679 -0.092 -0.041 -0.061
H -4.4756 -1.3871 3.0825 -0.039 0.059 -0.043
H -2.9239 -2.0733 2.6687 -0.050 -0.020 0.073
H -4.9423 -0.9514 0.6858 -0.009 0.054 -0.038
H -4.5517 -2.6412 0.9915 0.054 -0.041 0.043
H -3.5302 -0.0843 4.7328 0.057 -0.110 -0.095
H -4.0771 1.3969 3.9663 -0.022 -0.065 0.023
H -0.5929 1.8034 3.0150 0.109 0.013 0.116
H -1.3728 -0.9529 3.5755 0.029 -0.098 -0.121
H 0.0247 0.3506 1.2938 0.018 0.031 -0.052
H -1.1136 -0.9322 0.8710 0.031 -0.075 -0.017
C 3.0021 -5.5122 1.2685 0.004 -0.008 0.000
C 3.8428 -4.4078 1.3201 -0.037 -0.068 -0.008
C 5.1924 -4.5499 1.0390 -0.024 0.069 0.018
C 5.6693 -5.8050 0.7087 -0.003 -0.006 -0.004
C 4.8524 -6.9194 0.6524 -0.044 -0.050 0.000
C 3.5051 -6.7637 0.9376 -0.001 0.027 0.003
N 7.1037 -5.9616 0.3995 0.032 0.002 -0.015
O 7.8075 -4.9739 0.4727 -0.026 -0.050 -0.001
O 7.4959 -7.0684 0.0868 -0.010 0.049 0.022
H 1.9491 -5.3924 1.4895 0.002 0.006 0.007
H 3.4406 -3.4374 1.5776 0.081 -0.114 -0.017
H 5.8665 -3.7071 1.0734 0.031 -0.026 -0.015
H 5.2664 -7.8816 0.3918 0.039 0.020 -0.008
H 2.8485 -7.6224 0.9003 0.001 0.001 -0.001
C 3.6884 7.6540 -2.4823 -0.016 -0.006 0.001
C 2.8958 7.7417 -3.6192 0.010 -0.003 0.023
C 1.6078 7.2310 -3.6110 0.032 0.024 -0.055
C 1.1426 6.6406 -2.4505 -0.001 0.004 -0.006
C 1.9122 6.5393 -1.3063 0.042 -0.005 0.052
C 3.1988 7.0533 -1.3301 0.003 0.011 -0.025
N -0.2287 6.0998 -2.4341 -0.052 -0.021 0.002
O -0.8827 6.1799 -3.4519 0.026 0.001 0.049
O -0.6263 5.6026 -1.3954 0.014 0.080 -0.042
H 4.6929 8.0560 -2.4943 0.001 -0.005 -0.001
H 3.2800 8.2086 -4.5157 0.000 -0.001 0.001
H 0.9741 7.2854 -4.4833 -0.033 -0.016 0.025
H 1.5102 6.0694 -0.4215 -0.038 -0.002 -0.020
H 3.8185 6.9845 -0.4465 -0.001 0.001 -0.001

***

No. 2
83
Properties=species:S:1:pos:R:3:forces:R:3 method="wB97M-V/def2-TZVPD" e_lumo_ev="-5.9 / -8.0" e_above_lowest_kcal_mol=27.3 spin_multiplicity=3 e_homo_ev="-12.56 / -12.56" energy_ha=-6771.1096 gap_ha="0.246 / 0.168" s_squared=2.01 charge=+2
Re -0.3624 -0.7879 -0.1026 -0.625 0.304 -0.014
N 0.0858 -2.7967 -0.8353 0.055 -0.124 -0.167
C 0.0385 -2.9028 -2.2812 -0.072 0.000 0.250
C -0.2179 -4.0288 -2.9980 0.104 -0.122 -0.153
C -0.1254 -3.9744 -4.4124 -0.013 0.006 0.115
C 0.2912 -2.8346 -5.0411 0.034 0.020 0.019
C 0.5651 -1.6627 -4.2921 0.009 0.038 -0.203
C 1.0207 -0.4401 -4.8407 -0.010 -0.068 -0.080
C 1.2236 0.6315 -4.0200 0.032 0.024 0.060
C 0.8742 0.5345 -2.6628 0.102 -0.046 -0.026
N 0.4110 -0.5765 -2.1237 -0.234 0.031 -0.248
C 0.3466 -1.6983 -2.9151 -0.040 0.217 0.091
H 1.0575 -2.8976 -0.5401 -0.006 -0.166 0.007
H -0.4691 -3.5033 -0.3405 -0.082 0.039 -0.019
H -0.4527 -4.9631 -2.5016 -0.023 0.008 -0.019
H -0.3562 -4.8592 -4.9889 0.017 -0.004 0.008
H 0.4041 -2.8091 -6.1174 0.011 -0.004 0.014
H 1.2151 -0.3684 -5.9039 -0.015 -0.001 0.006
H 1.5938 1.5732 -4.3984 -0.033 0.012 0.006
H 0.9464 1.3978 -2.0176 -0.005 0.024 0.004
N -0.0117 6.6185 4.4896 0.021 -0.122 -0.037
C -0.3719 5.4902 3.8325 0.077 0.177 0.066
C 0.2117 5.1712 2.5892 0.066 0.006 -0.031
C -0.1769 4.0454 1.9096 -0.100 0.005 0.089
C -1.1352 3.1948 2.4668 0.029 0.388 0.033
C -1.7183 3.4909 3.6982 0.151 -0.027 0.057
C -1.3321 4.6226 4.3758 -0.074 -0.065 0.061
S -1.7311 1.8724 1.5689 0.015 -0.108 -0.190
O -2.0724 2.3035 0.2250 0.194 0.100 0.243
O -2.7172 1.1727 2.3452 0.054 -0.002 -0.049
N -0.4644 0.8241 1.2695 0.051 -0.459 0.356
C -0.1344 0.0409 2.3851 -0.046 0.187 -0.219
N 0.1417 0.4539 3.5979 0.042 0.012 0.062
C 0.4578 -0.5098 4.4655 -0.015 0.025 -0.007
C 0.5100 -1.8600 4.1257 0.025 0.030 0.092
C 0.1920 -2.2013 2.8304 -0.139 0.056 -0.132
N -0.1425 -1.2324 1.9724 0.066 -0.277 0.107
H 0.6372 7.2692 4.0865 -0.016 0.003 -0.003
H -0.4617 6.8826 5.3470 -0.005 0.001 -0.006
H 0.9551 5.8356 2.1658 -0.038 0.003 -0.014
H 0.2365 3.8304 0.9344 -0.005 0.007 -0.086
H -2.4641 2.8283 4.1137 -0.018 0.015 -0.009
H -1.7780 4.8559 5.3345 -0.015 0.004 -0.024
H 0.6809 -0.1855 5.4751 0.008 -0.005 -0.005
H 0.7734 -2.6141 4.8519 -0.014 0.018 0.013
H 0.1521 -3.2211 2.4731 0.015 -0.001 -0.021
O -1.8610 -3.3070 0.9250 -0.291 0.269 -0.153
S -2.4562 -2.0694 0.3143 0.510 -0.501 0.137
C -3.8209 -1.5834 1.4097 0.007 0.133 -0.016
C -5.0950 -2.0954 0.7247 0.055 -0.128 0.039
C -4.6927 -3.2257 -0.2278 0.042 0.066 0.034
C -3.5057 -2.6636 -1.0102 -0.204 -0.007 -0.013
H -3.7887 -0.5143 1.5982 -0.028 -0.031 -0.009
H -3.5671 -2.1346 2.3162 0.000 0.017 0.010
H -5.5497 -1.2842 0.1613 -0.036 0.000 0.012
H -5.8093 -2.4307 1.4745 0.027 -0.007 0.029
H -5.5022 -3.5032 -0.9001 0.014 0.044 -0.039
H -4.3885 -4.1141 0.3267 -0.029 -0.023 -0.017
H -3.7911 -1.8249 -1.6398 -0.004 -0.013 -0.028
H -2.9186 -3.3793 -1.5843 0.001 0.006 0.005
Cl -1.4707 2.5156 -2.4801 0.045 0.091 -0.131
Ge -2.1113 0.7320 -1.4584 0.196 -0.342 0.113
Cl -2.4718 -0.4480 -3.3139 0.055 -0.053 -0.107
Cl -4.1811 0.7953 -0.8721 -0.202 -0.015 -0.086
C 5.2345 -1.0479 -2.8194 0.044 0.050 -0.009
C 3.9846 -1.2699 -2.0134 -0.023 0.037 -0.038
O 3.8766 -0.1899 -1.0284 0.041 -0.169 -0.269
P 3.1242 -0.3837 0.3288 0.145 -0.066 0.062
O 1.7094 -0.8839 0.0921 0.346 0.407 0.256
Te 4.2271 -1.9926 1.7379 -0.005 -0.035 0.004
O 3.2706 0.9869 1.0313 -0.299 0.046 0.161
C 2.6155 2.2332 0.6063 0.131 0.094 -0.020
C 3.5318 3.0423 -0.2736 0.055 -0.022 -0.023
H 5.3199 -1.8280 -3.5761 0.005 0.008 0.002
H 6.1185 -1.0848 -2.1839 -0.008 -0.019 -0.009
H 5.2068 -0.0802 -3.3195 -0.011 -0.017 -0.008
H 4.0121 -2.2278 -1.4891 0.023 0.007 0.078
H 3.0865 -1.2357 -2.6308 -0.010 0.041 0.006
H 2.3903 2.7357 1.5417 -0.035 0.027 0.042
H 1.6724 1.9839 0.1219 -0.048 -0.076 -0.023
H 4.4427 3.3133 0.2579 -0.016 0.006 0.012
H 3.0213 3.9601 -0.5715 0.016 -0.010 0.009
H 3.8105 2.4912 -1.1718 -0.043 0.023 -0.013

***

No. 3
77
Properties=species:S:1:pos:R:3:forces:R:3 method="wB97M-V/def2-TZVPD" e_lumo_ev=4.0 e_above_lowest_kcal_mol=57.5 spin_multiplicity=1 e_homo_ev=-3.07 energy_ha=-2580.3684 gap_ha=0.259 charge=-2
K 0.0537 -0.0390 -1.7088 2.363 -3.624 -0.923
O -3.3535 1.5838 -0.6575 -0.402 0.251 -0.166
C -2.1681 1.2846 -0.4892 -0.428 0.741 0.596
O -1.7166 0.1143 -0.3924 -0.968 -0.451 1.343
C -1.1766 2.4477 -0.2196 -0.293 -0.202 0.123
C 0.0781 2.0036 0.5416 -0.433 0.240 1.101
C 0.7731 3.2451 1.1415 0.029 -0.225 0.107
C 1.4384 3.8418 -0.1099 0.166 -0.020 -0.209
C 0.9542 2.8493 -1.1866 0.389 1.080 -0.319
O 0.9799 1.6213 -0.4840 0.910 0.961 0.776
C -0.5396 3.0881 -1.4669 -0.237 0.094 -0.633
C -0.8692 2.4917 -2.8731 -0.049 1.069 -0.015
O -0.6982 3.2808 -3.8117 0.133 0.418 -0.343
O -1.1928 1.2928 -2.9507 -1.181 0.360 -1.025
H -1.7554 3.1929 0.3389 0.156 -0.114 -0.052
H -0.0759 1.1917 1.2493 0.075 0.054 -0.115
H 0.0716 3.9204 1.6315 -0.048 -0.002 0.001
H 1.5250 2.9301 1.8653 -0.065 0.030 0.057
H 1.1409 4.8688 -0.3223 -0.008 -0.014 -0.048
H 2.5268 3.7985 -0.0307 -0.012 0.046 -0.019
H 1.5734 2.8128 -2.0839 -0.015 -0.110 0.089
H -0.7606 4.1581 -1.5379 0.118 -0.200 0.009
O 4.6736 -3.2301 -2.2243 0.162 -0.109 -0.328
C 3.9243 -2.2465 -2.2092 0.099 -0.003 0.530
N 3.7740 -1.3608 -1.2523 -0.587 0.024 0.096
C 4.5337 -0.7158 -0.4040 -0.077 0.040 -0.317
O 5.6412 -0.2017 -0.5995 0.304 0.095 0.212
C 3.8335 -0.4238 0.9110 0.345 0.346 0.249
C 3.9620 0.8522 1.4639 -0.068 0.012 -0.024
C 3.3831 1.1170 2.6883 0.052 -0.035 0.028
C 2.7060 0.0923 3.3342 0.031 0.005 0.060
C 2.6266 -1.1371 2.6997 -0.083 0.060 0.428
N 3.1756 -1.3952 1.5281 0.042 -0.313 -0.467
C 2.9308 -2.0669 -3.3416 0.194 -0.408 -0.405
C 3.0012 -2.9448 -4.4252 0.012 0.015 0.162
C 2.1242 -2.7834 -5.4775 -0.139 0.120 0.038
C 1.1959 -1.7558 -5.4096 0.035 0.023 -0.110
C 1.2083 -0.9277 -4.2966 -0.121 -0.112 -0.552
N 2.0472 -1.0762 -3.2862 0.313 -0.046 0.122
H 4.5084 1.6011 0.9130 0.100 0.042 -0.043
H 3.4631 2.0955 3.1513 0.009 -0.018 -0.072
H 2.2662 0.2486 4.3110 -0.082 -0.032 0.027
H 2.1066 -1.9706 3.1608 -0.089 0.004 0.086
H 3.7298 -3.7414 -4.3981 0.083 0.046 0.061
H 2.1553 -3.4449 -6.3347 -0.023 -0.041 -0.004
H 0.4787 -1.5965 -6.2009 -0.072 0.064 -0.038
H 0.5168 -0.0997 -4.2207 -0.250 0.126 -0.149
C -1.3958 1.3204 4.6449 -0.080 -0.310 -0.223
C -1.7683 0.0245 3.9155 -0.274 -0.080 0.261
C -1.8997 -1.1224 4.9417 0.044 0.224 -0.313
C -3.0985 0.2201 3.1862 0.307 -0.058 0.076
N -0.6999 -0.2352 2.9547 0.284 -0.030 -0.009
N -0.8824 -1.2471 1.9774 -0.248 -0.157 0.115
H -2.1303 1.5463 5.4165 -0.039 0.040 0.114
H -1.3607 2.1378 3.9315 0.007 0.151 -0.093
H -0.4145 1.2313 5.1064 0.158 -0.011 0.107
H -2.7261 -0.9462 5.6280 -0.103 -0.002 0.107
H -0.9779 -1.2194 5.5157 0.066 -0.011 0.078
H -2.0798 -2.0647 4.4255 -0.042 -0.118 0.000
H -3.8454 0.5980 3.8825 -0.098 0.028 0.061
H -3.4585 -0.7189 2.7726 -0.071 -0.066 -0.090
H -2.9843 0.9246 2.3669 -0.016 0.092 -0.144
H 0.1622 -0.4462 3.4517 -0.145 0.096 -0.085
H -1.2865 -0.8219 1.1378 0.046 0.024 0.093
H -1.5048 -1.9882 2.3007 0.136 0.071 0.036
C -3.1661 -1.4644 -3.1527 0.079 0.115 -0.371
N -3.1809 -2.3612 -2.0234 0.020 0.445 -0.050
C -3.8339 -1.8735 -0.8395 -0.253 0.262 0.306
C -2.4483 -3.4664 -2.0434 -0.015 -0.861 0.311
O -1.8579 -3.9271 -3.0049 0.273 -0.105 -0.246
H -4.1794 -1.3341 -3.5390 -0.043 0.036 -0.053
H -2.5335 -1.9035 -3.9232 -0.089 0.065 -0.004
H -2.7708 -0.4897 -2.8657 -0.034 0.081 0.044
H -4.9084 -1.7680 -1.0201 -0.047 -0.073 0.012
H -3.4141 -0.8954 -0.5785 -0.209 -0.239 0.056
H -3.6762 -2.5743 -0.0192 -0.005 -0.041 0.041
H -2.4536 -4.0022 -1.0706 0.003 0.145 -0.057